1.
DFT (wB97M-V/def2-TZVPD) results for a 12-piece molecular cluster, C25H71BBrF10N25O19P2S overall at a distorted geometry.

Structure (XYZ):
```
155
Properties=species:S:1:pos:R:3:forces:R:3
C 0.5512 0.0933 4.5944 -0.13 0.59 -0.24
C 0.0692 1.4700 4.1222 -0.17 -0.97 0.17
Br 1.5915 2.4946 3.4460 0.07 0.20 0.04
C -0.9955 1.3554 3.0400 0.86 0.38 0.38
N -0.4889 0.5106 1.9657 -0.50 -0.22 0.11
C -1.4849 -0.0551 1.0492 0.13 0.86 -0.09
C -2.3767 -1.0353 1.8085 0.20 -0.14 0.26
C -3.4507 -1.6670 0.9800 0.07 0.11 0.23
O -4.5713 -1.3292 0.8298 -0.08 -0.06 -0.22
F -3.0244 -2.8281 0.4010 -0.04 -0.25 -0.05
C -0.7330 -0.7135 -0.1273 0.16 -0.49 0.95
O -0.3433 0.3884 -0.9504 0.25 0.00 0.16
C 0.2117 0.1782 -2.2316 0.51 0.11 -0.39
C -0.1479 -1.1208 -2.9647 -0.22 0.07 -0.22
C -1.5617 -1.2433 -3.5292 -0.36 -0.73 0.26
N -2.5257 -1.7443 -2.5200 -0.04 0.13 -0.57
C -0.2808 1.3618 -3.0835 -0.08 -0.24 0.45
C 0.1134 2.7369 -2.5737 -0.01 0.74 -0.17
C -0.3496 3.8441 -3.5256 -0.35 -1.00 -0.02
F -1.3648 3.3308 -4.3175 0.30 0.45 0.10
F -0.8839 4.8974 -2.8686 0.17 -0.10 -0.25
C 0.7204 4.2947 -4.5604 -0.41 0.36 -0.69
F 1.3806 3.2114 -4.9981 -0.30 0.36 0.26
F 0.0864 4.8478 -5.6210 0.28 -0.18 0.46
S 1.9597 5.5959 -3.9621 0.48 -0.31 -0.39
F 0.8018 6.6587 -3.9317 -0.30 0.21 0.08
F 2.2887 5.9770 -5.4634 -0.01 0.07 -0.14
F 3.1537 4.5638 -3.9913 0.09 -0.12 0.10
F 1.6944 5.2145 -2.4521 -0.13 0.03 0.34
F 2.9551 6.7117 -3.4798 0.12 0.10 0.06
P 2.0779 0.3096 -2.2685 0.52 0.27 -0.22
O 2.5547 0.8883 -3.5302 0.02 0.05 -0.24
O 2.5125 1.2250 -1.0222 -0.49 -0.29 0.17
O 2.7978 -1.0934 -2.0240 -0.37 0.04 -0.06
B 0.3998 -1.6699 0.4885 -0.04 -0.14 -0.06
N 1.7481 -1.3464 0.7602 -0.77 0.06 0.65
O 0.0067 -2.9807 0.7753 0.44 0.09 -0.50
P -2.6171 1.2623 0.2479 0.19 -0.29 -0.89
O -3.6211 1.5450 1.5196 0.00 0.20 -0.19
O -1.6337 2.5933 0.3056 -0.34 -0.02 0.38
H -0.2850 -0.5937 4.5130 -0.09 -0.23 0.10
H 1.3470 -0.2456 3.9478 0.15 -0.31 -0.06
H 0.8933 0.1372 5.6214 0.16 -0.04 0.15
H -0.3364 1.9998 4.9713 -0.01 0.51 -0.02
H -1.2255 2.3664 2.7242 -0.29 0.02 -0.01
H -1.8709 0.9528 3.5376 -0.22 -0.20 -0.17
H 0.1366 1.0988 1.4276 0.02 -0.03 -0.17
H -1.7662 -1.8086 2.2682 0.16 -0.26 -0.19
H -2.8918 -0.5454 2.6245 -0.21 0.23 -0.03
H -1.4682 -1.3583 -0.6054 -0.02 0.29 -0.64
H 0.0397 -2.0114 -2.3627 0.05 -0.04 0.28
H 0.5436 -1.2006 -3.8035 0.13 0.12 -0.15
H -1.5087 -1.9451 -4.3603 0.09 -0.03 -0.20
H -1.9493 -0.3264 -3.9507 0.10 0.25 0.00
H -2.6161 -2.7465 -2.6414 0.03 -0.07 0.17
H -3.4406 -1.3785 -2.7601 -0.07 0.13 0.22
H 0.0138 1.2009 -4.1121 0.10 0.04 -0.21
H -1.3588 1.2985 -2.9981 -0.24 0.04 -0.18
H -0.3894 2.9524 -1.6377 -0.06 -0.07 0.29
H 1.1807 2.8665 -2.4255 0.16 -0.15 -0.02
H 1.7291 1.5693 -0.5683 0.06 0.01 0.12
H 2.1858 -1.8189 -1.8558 0.18 -0.02 0.30
H 2.1397 -1.9824 1.4425 0.38 -0.01 -0.19
H 1.9487 -0.3864 0.9974 0.29 0.01 -0.17
H -0.5035 -3.3279 0.0352 -0.45 -0.05 0.40
H -4.5058 1.4638 1.1418 -0.13 -0.02 0.36
H -1.9188 3.1545 1.0444 0.16 0.04 -0.09
N -4.6080 3.4180 5.1294 -0.03 0.12 0.00
C -3.2589 3.6051 5.1930 -0.08 -0.10 0.01
N -2.7384 3.7445 6.4514 0.01 0.01 -0.03
O -2.5614 3.6360 4.1929 0.11 0.12 0.04
H -5.2019 3.3774 5.9349 0.02 -0.04 0.02
H -5.0078 3.2904 4.2185 0.03 -0.08 0.00
H -1.7492 3.8869 6.5259 0.01 0.04 -0.01
H -3.2912 3.7135 7.2862 -0.02 -0.03 -0.01
N -4.2742 3.4216 -4.2062 -0.06 -0.23 0.02
C -5.2618 2.4813 -4.1278 -0.13 0.15 -0.03
N -6.5334 2.9558 -4.0191 0.08 -0.17 0.25
O -5.0156 1.2801 -4.1565 0.01 -0.13 -0.02
H -4.4424 4.4087 -4.1875 -0.03 0.00 0.01
H -3.3330 3.0843 -4.2836 -0.06 0.10 0.01
H -7.2745 2.2757 -3.9906 -0.11 0.05 -0.28
H -6.7661 3.9294 -4.0067 0.06 0.02 -0.06
N 3.1453 1.9902 -7.0896 -0.20 0.08 -0.23
C 2.8748 0.8603 -7.8008 0.00 0.05 -0.01
N 3.7116 0.6195 -8.8572 -0.05 0.02 -0.07
O 1.9626 0.1014 -7.5090 0.02 0.00 -0.01
H 3.8921 2.6207 -7.3114 0.08 -0.08 0.03
H 2.5618 2.1827 -6.2988 0.10 -0.08 0.08
H 3.5474 -0.2116 -9.3918 0.00 -0.03 0.02
H 4.4829 1.2125 -9.0980 0.06 -0.03 0.09
N -7.9203 -0.7928 -5.3562 -0.03 0.04 0.01
C -8.9376 0.0945 -5.5606 0.26 -0.27 0.03
N -10.1403 -0.4472 -5.9263 0.01 0.05 0.01
O -8.7743 1.2945 -5.4241 -0.18 0.24 0.11
H -8.0189 -1.7841 -5.4593 -0.03 0.00 -0.01
H -7.0282 -0.4116 -5.0873 0.06 0.05 0.02
H -10.8998 0.1875 -6.0823 0.00 0.02 0.00
H -10.2920 -1.4298 -6.0450 0.04 -0.01 0.00
N 5.0724 0.2397 -5.2720 0.18 -0.20 0.13
C 6.4006 0.5321 -5.3202 -0.08 0.02 0.06
N 7.0005 0.7545 -4.1156 0.13 0.10 -0.13
O 7.0175 0.6011 -6.3804 -0.01 0.08 -0.01
H 4.5322 0.1914 -4.4248 -0.10 0.16 -0.06
H 4.6091 0.0770 -6.1437 -0.04 -0.02 -0.02
H 7.9852 0.9693 -4.1128 0.13 -0.12 0.11
H 6.5106 0.7120 -3.2428 -0.07 -0.03 -0.03
N 11.8813 2.2230 -2.8208 -0.37 -0.02 -0.17
C 10.9404 1.8515 -3.7275 0.01 0.12 -0.13
N 11.0065 2.4740 -4.9463 -0.02 -0.02 0.00
O 10.0831 1.0118 -3.4890 -0.12 -0.01 0.10
H 12.5976 2.8978 -3.0023 0.11 -0.07 0.04
H 11.8679 1.7783 -1.9238 0.14 -0.03 0.02
H 10.3225 2.2123 -5.6329 -0.02 -0.03 0.01
H 11.6932 3.1651 -5.1772 0.01 0.01 0.03
N -5.3632 -3.0688 3.6422 0.29 -0.10 -0.01
C -5.2749 -1.8944 4.3499 -0.15 0.02 0.21
N -5.9641 -1.8913 5.5188 -0.20 0.18 -0.08
O -4.6260 -0.9344 3.9582 0.04 -0.12 0.00
H -5.8951 -3.8570 3.9649 -0.05 0.05 0.07
H -4.9094 -3.1147 2.7500 -0.17 0.09 -0.12
H -5.9195 -1.0682 6.0907 0.10 -0.04 0.09
H -6.4780 -2.6886 5.8465 0.17 -0.09 0.06
N 15.7591 0.4711 -1.3512 0.01 0.01 -0.02
C 15.1631 1.5524 -0.7682 0.03 -0.05 0.01
N 15.7505 2.0035 0.3803 -0.01 0.01 -0.02
O 14.1700 2.0784 -1.2432 0.10 0.07 0.11
H 16.5732 0.0194 -0.9817 0.00 0.01 0.02
H 15.3437 0.1182 -2.1930 -0.02 0.00 0.00
H 15.3309 2.7956 0.8288 -0.02 0.01 0.00
H 16.5646 1.5860 0.7881 0.00 -0.02 -0.01
N -3.7091 -5.4289 5.1676 -0.03 0.02 -0.17
C -4.5988 -5.6363 6.1710 0.34 0.06 -0.15
N -4.4032 -6.7724 6.8833 -0.16 -0.12 0.11
O -5.5082 -4.8386 6.4127 -0.14 -0.16 -0.09
H -2.9510 -6.0617 4.9765 0.03 -0.04 0.16
H -3.8115 -4.5891 4.6238 -0.01 0.05 0.05
H -5.0253 -6.9660 7.6442 -0.05 0.02 -0.03
H -3.6553 -7.4106 6.6698 0.19 0.05 0.04
N -6.1530 -3.6187 8.8826 0.18 0.28 -0.05
C -6.0580 -2.4149 9.5126 -0.08 -0.08 0.00
N -6.6957 -2.3258 10.7262 0.03 0.00 -0.01
O -5.4549 -1.4663 9.0354 -0.03 0.05 -0.01
H -6.6597 -4.3955 9.2606 -0.04 0.01 0.00
H -5.6981 -3.7299 7.9835 -0.15 -0.16 0.15
H -6.6440 -1.4493 11.2084 0.01 0.02 -0.01
H -7.2012 -3.0834 11.1423 0.00 -0.02 -0.02
N -0.2548 -7.8106 8.0598 -0.05 -0.03 -0.05
C -0.4231 -7.5720 6.7285 0.15 0.05 0.05
N 0.7044 -7.2469 6.0374 -0.06 -0.02 -0.01
O -1.5184 -7.6448 6.1858 -0.22 0.02 -0.07
H 0.6312 -7.7556 8.5240 0.02 0.01 -0.02
H -1.0695 -8.0488 8.5925 -0.01 0.01 0.01
H 0.6078 -7.0665 5.0558 0.00 0.00 -0.01
H 1.6113 -7.1794 6.4577 0.00 0.00 0.02
```
Positions in Å, forces in eV/Å.

Computed properties:
**Relative energy (zero: lowest compared OMol25 entry of this formula, charge and spin)**: 0.0 kJ/mol
**E_HOMO**: -7.68 eV
**SMILES**: C[C@@H](Br)CN[C@](CC(=O)F)([C@@H](O[C@@](CCN)(CCC(F)(F)C(F)(F)S(F)(F)(F)(F)F)P(=O)(O)O)B(N)O)P(O)O.NC(N)=O.NC(N)=O.NC(N)=O.NC(N)=O.NC(N)=O.NC(N)=O.NC(N)=O.NC(N)=O.NC(N)=O.NC(N)=O.NC(N)=O
**LUMO level**: 0.1 eV
**2S+1**: 1



2.
DFT (wB97M-V/def2-TZVPD) results for a 2-piece molecular cluster, C3H9NO overall at a distorted geometry.

Structure (XYZ):
```
14
Properties=species:S:1:pos:R:3:forces:R:3
C 1.1100 0.3323 0.7394 -1.39 -1.85 -0.32
C 1.3692 -0.9664 0.3792 0.64 1.00 -0.32
N 0.6209 -2.0681 0.9097 1.35 0.17 3.51
H 1.0549 1.1861 0.0368 1.58 -0.51 0.56
H 0.4177 0.4709 1.6113 0.58 -0.34 -0.87
H 2.1203 -1.3514 -0.3736 -0.88 1.40 0.32
H 0.3978 -2.6482 0.1786 -1.14 -1.25 -2.65
H 1.1866 -2.7824 1.4328 -0.22 1.35 -0.01
C -1.3424 0.6327 -1.0054 -1.62 -0.66 0.64
O -1.4393 2.0839 -0.8526 3.30 -1.22 2.78
H -0.5224 0.2836 -1.7169 -0.97 0.57 1.00
H -2.3685 0.3091 -1.3985 1.55 0.25 0.41
H -1.2103 0.1904 0.0711 -0.25 0.36 -2.37
H -0.7291 2.1557 -0.0667 -2.54 0.72 -2.69
```
Positions in Å, forces in eV/Å.

Computed properties:
**Relative energy (zero: lowest compared OMol25 entry of this formula, charge and spin)**: 344.5 kJ/mol
**E_HOMO**: -9.53 eV
**SMILES**: C=CN.CO
**LUMO level**: 0.9 eV
**2S+1**: 1